Entry 1:
Computed, not measured: a structure of composition C14H26ClI2N2P2RuSe at a distorted geometry, with ωB97M-V/def2-TZVPD.

Positions of all 49 atoms, in Å:
I (-0.020, 3.033, 1.084)
I (-0.209, -1.378, 1.877)
Ru (0.021, -0.097, -1.041)
P (-2.190, -0.007, -0.292)
C (-3.243, 0.005, 1.208)
C (-2.884, 1.358, -1.257)
H (-3.961, 1.240, -1.430)
H (-3.787, -1.545, -1.357)
H (-2.350, 1.392, -2.210)
H (-2.100, -1.667, -1.987)
H (-3.003, 0.874, 1.821)
H (-2.704, 2.286, -0.706)
C (-2.722, -1.558, -1.092)
H (-4.311, 0.055, 0.978)
H (-2.542, -2.390, -0.404)
H (-3.089, -0.889, 1.810)
P (2.158, 0.044, -0.250)
C (3.146, 0.120, 1.272)
C (2.696, -1.509, -1.033)
H (2.335, 1.397, -2.213)
H (3.932, 1.230, -1.399)
H (2.680, 2.324, -0.729)
C (2.857, 1.380, -1.253)
H (2.077, -1.646, -1.926)
H (3.758, -1.460, -1.290)
H (4.157, 0.489, 1.070)
H (3.232, -0.865, 1.738)
H (2.528, -2.331, -0.332)
H (2.675, 0.809, 1.980)
Cl (-0.016, -0.078, -3.222)
C (-2.056, 0.123, 4.860)
N (-0.661, -0.289, 4.998)
C (0.297, -0.087, 4.105)
Se (-0.158, 0.922, 2.412)
N (1.456, -0.669, 4.498)
C (1.181, -1.390, 5.661)
C (2.087, -1.902, 6.561)
C (1.534, -2.226, 7.816)
C (0.187, -2.009, 8.128)
C (-0.703, -1.446, 7.206)
C (-0.159, -1.170, 5.969)
H (-2.462, 0.058, 5.863)
H (-2.628, -0.524, 4.180)
H (-2.112, 1.172, 4.514)
H (2.242, -0.889, 3.895)
H (3.154, -2.004, 6.276)
H (2.183, -2.656, 8.554)
H (-0.116, -2.285, 9.147)
H (-1.736, -1.162, 7.414)

Forces on the atoms, in the same order (eV/Å):
I 0.46 2.34 -1.54
I 0.05 -4.33 -1.51
Ru -0.69 0.56 1.37
P -2.45 0.03 -0.50
C 0.14 0.18 0.48
C -0.27 0.00 -0.11
H 0.22 0.05 0.02
H 0.23 0.02 0.01
H -0.20 0.14 0.04
H -0.36 -0.27 0.02
H -0.07 0.05 0.01
H -0.06 -0.04 -0.16
C -0.13 0.11 -0.08
H 0.19 0.02 -0.38
H 0.04 0.04 -0.16
H 0.02 -0.02 -0.09
P 2.16 -0.01 -0.50
C -0.13 0.11 0.65
C 0.32 0.14 0.08
H 0.21 0.09 0.06
H -0.16 0.13 -0.05
H 0.09 -0.02 -0.15
C 0.25 0.01 0.03
H 0.39 -0.21 0.01
H -0.13 -0.15 -0.09
H -0.18 -0.09 -0.13
H -0.05 0.02 -0.13
H -0.01 -0.02 -0.14
H 0.19 0.00 -0.04
Cl 0.00 -0.11 -1.29
C -0.08 0.54 0.20
N 0.34 -0.39 -0.83
C 0.82 0.97 0.44
Se -0.30 -0.21 2.98
N -1.05 0.11 -0.34
C 0.26 0.62 0.08
C 0.02 -0.62 0.80
C 0.67 0.02 -1.25
C -0.49 -0.07 0.22
C 0.26 -0.39 0.60
C 0.04 0.78 0.40
H -0.34 0.12 -0.08
H 0.36 0.06 0.22
H 0.05 -0.61 0.26
H -0.16 0.46 0.05
H -0.83 -0.01 0.55
H 0.12 -0.07 0.31
H -0.14 0.27 -0.60
H 0.38 -0.33 0.28

* lowest unoccupied orbital energy (alpha / beta): -7.587 / -9.091 eV
* strongest force on any atom: 4.590 eV Å⁻¹
* <S²>: 8.77
* spin multiplicity: 6
* charge: +2
* HOMO level (alpha / beta): -13.58 / -14.93 eV
* ΔE to the lowest compared entry with this formula, charge and spin: 127.40 kJ/mol
* frontier orbital gap (alpha / beta): 0.2204 / 0.2147 hartree

Entry 2:
Computed, not measured: a cluster of 3 separate species, C14H26ClN2O3 in total at a distorted geometry, with ωB97M-V/def2-TZVPD.

Positions of all 46 atoms, in Å:
C (4.499, -1.831, -0.724)
C (3.103, -1.573, -1.473)
C (2.510, -0.063, -1.240)
C (2.709, 0.399, 0.301)
C (0.933, -0.195, -1.605)
C (-0.113, -0.579, -0.481)
C (-1.611, -0.731, -0.955)
C (-2.778, -1.147, 0.050)
C (-3.463, -2.509, -0.517)
O (-3.131, -3.641, -0.078)
Cl (-4.767, -2.443, -1.803)
C (-1.822, -0.471, -2.512)
N (-0.809, -0.108, -3.419)
N (0.427, -0.015, -2.937)
H (5.316, -1.144, -1.132)
H (4.446, -1.722, 0.411)
H (4.787, -2.929, -0.948)
H (3.180, -1.807, -2.595)
H (2.333, -2.332, -1.054)
H (3.052, 0.639, -1.984)
H (2.228, -0.378, 0.994)
H (2.176, 1.404, 0.449)
H (3.820, 0.495, 0.545)
H (0.184, -0.753, 0.612)
H (-3.556, -0.329, 0.234)
H (-2.259, -1.475, 1.031)
H (-2.892, -0.593, -2.909)
H (1.160, 0.230, -3.638)
C (-7.274, -1.387, 1.400)
C (-5.786, -1.169, 1.578)
O (-5.474, 0.215, 1.458)
H (-7.601, -1.023, 0.422)
H (-7.526, -2.447, 1.484)
H (-7.840, -0.831, 2.153)
H (-5.227, -1.708, 0.811)
H (-5.453, -1.520, 2.560)
H (-5.965, 0.687, 2.144)
C (5.096, 3.613, 1.778)
C (3.947, 4.149, 0.947)
O (2.711, 3.620, 1.418)
H (5.127, 2.521, 1.732)
H (6.051, 4.008, 1.423)
H (4.972, 3.885, 2.830)
H (4.063, 3.857, -0.099)
H (3.903, 5.241, 0.998)
H (2.611, 3.889, 2.341)

Forces on the atoms, in the same order (eV/Å):
C -0.06 -0.55 -0.62
C -0.37 -0.30 0.61
C -0.35 -1.04 -0.33
C -0.82 0.19 -0.80
C -2.56 -0.34 1.28
C -2.33 0.34 -4.10
C 3.95 1.00 -1.70
C 0.80 -0.83 -0.74
C 1.44 -4.11 1.99
O -1.44 5.50 -2.05
Cl 1.30 0.42 1.08
C 1.79 0.13 1.57
N -2.60 -1.35 3.36
N 1.91 -0.27 3.23
H -1.09 -0.96 0.58
H -0.10 -0.09 -1.65
H -0.32 1.85 0.36
H 0.02 0.47 1.62
H 1.19 1.25 -0.60
H -1.10 -0.92 1.26
H 0.91 1.07 -0.96
H 1.00 -1.41 -0.03
H -1.65 -0.10 -0.43
H -0.42 0.37 -2.01
H 1.12 -1.02 -0.39
H -1.07 0.60 -1.59
H 2.01 0.36 0.36
H -1.03 -0.21 0.58
C -0.08 -0.14 -0.14
C -0.50 0.16 0.40
O 0.35 0.10 -0.12
H 0.09 -0.09 0.04
H -0.04 0.08 0.02
H 0.06 -0.12 0.04
H -0.15 0.17 0.15
H 0.01 -0.20 -0.06
H 0.14 -0.04 -0.21
C 0.14 -0.04 -0.04
C 0.13 0.06 0.41
O -0.28 -0.12 -0.03
H 0.02 0.08 -0.07
H -0.03 -0.03 0.09
H 0.06 0.08 -0.08
H -0.19 0.00 0.07
H 0.14 0.00 -0.14
H -0.01 -0.05 -0.23

* lowest unoccupied orbital energy: -4.876 eV
* strongest force on any atom: 6.049 eV Å⁻¹
* charge: +1
* HOMO level: -12.70 eV
* frontier orbital gap: 0.2876 hartree

Entry 3:
Computed, not measured: a structure of composition C14H26CrN6O2S at a distorted geometry, with ωB97M-V/def2-TZVPD.

Positions of all 50 atoms, in Å:
Cr (-0.347, -0.020, -0.143)
N (0.997, 4.062, 0.404)
C (1.170, 2.621, 0.815)
C (0.787, 2.445, 2.277)
C (0.797, 0.964, 2.657)
N (-0.343, 0.241, 1.973)
C (2.137, 0.309, 2.326)
C (2.629, 0.575, 0.907)
N (1.833, -0.252, -0.075)
C (2.560, 2.066, 0.540)
H (0.005, 4.215, 0.220)
H (1.515, 4.300, -0.441)
H (1.292, 4.705, 1.136)
H (0.445, 2.104, 0.193)
H (-0.192, 2.897, 2.480)
H (1.523, 2.952, 2.911)
H (0.641, 0.892, 3.730)
H (-1.207, 0.725, 2.204)
H (-0.440, -0.662, 2.428)
H (2.082, -0.773, 2.503)
H (2.881, 0.686, 3.031)
H (3.673, 0.283, 0.847)
H (2.088, -1.230, 0.051)
H (2.140, -0.026, -1.017)
H (2.836, 2.208, -0.512)
H (3.307, 2.590, 1.144)
C (0.750, -1.140, -4.132)
C (-0.265, -0.912, -3.068)
O (0.009, -0.138, -2.083)
N (-1.425, -1.522, -3.148)
C (-2.506, -1.338, -2.175)
C (-2.280, -2.158, -0.923)
C (-3.101, -3.226, -0.630)
C (-2.828, -4.041, 0.460)
C (-1.683, -3.802, 1.208)
C (-0.913, -2.713, 0.887)
N (-1.217, -1.868, -0.128)
H (1.302, -0.221, -4.320)
H (0.302, -1.489, -5.061)
H (1.459, -1.899, -3.787)
H (-1.584, -2.138, -3.931)
H (-3.430, -1.646, -2.647)
H (-2.587, -0.290, -1.934)
H (-3.956, -3.427, -1.266)
H (-3.487, -4.867, 0.708)
H (-1.391, -4.450, 2.025)
H (0.002, -2.517, 1.434)
O (-1.588, 3.519, 0.201)
S (-2.470, 2.390, -0.097)
N (-1.922, 1.015, -0.182)

Forces on the atoms, in the same order (eV/Å):
Cr 0.67 -0.80 -0.28
N 0.87 -0.27 0.13
C 0.37 0.15 0.26
C -0.17 -0.01 0.01
C 0.05 -0.01 -0.20
N 0.32 0.19 -0.09
C -0.11 -0.08 -0.04
C -0.24 0.03 -0.02
N -0.12 0.23 0.43
C -0.01 -0.01 -0.13
H -0.77 0.06 -0.01
H 0.16 0.01 -0.13
H 0.14 0.16 0.16
H -0.32 -0.04 -0.32
H 0.10 -0.07 0.01
H -0.07 0.02 -0.04
H -0.12 -0.03 0.13
H -0.12 0.04 0.02
H 0.01 -0.14 0.06
H 0.05 0.10 0.03
H -0.02 -0.01 -0.02
H 0.13 -0.15 -0.10
H 0.07 -0.06 0.06
H 0.01 -0.02 -0.18
H 0.03 -0.02 0.08
H -0.04 0.02 -0.03
C 0.06 0.02 -0.05
C 0.04 0.25 0.22
O -0.16 -0.17 0.04
N -0.13 0.09 0.27
C 0.22 -0.22 0.08
C 0.32 0.08 0.06
C -0.14 -0.18 -0.02
C -0.09 -0.08 0.03
C -0.08 -0.22 0.06
C 0.07 0.27 -0.32
N 0.01 0.06 0.21
H -0.02 0.01 0.00
H 0.01 0.00 0.03
H -0.02 0.04 0.00
H -0.02 -0.03 -0.10
H -0.10 -0.04 -0.05
H -0.05 0.29 0.00
H 0.07 0.01 0.06
H 0.08 0.06 -0.05
H -0.04 0.05 -0.05
H -0.04 0.09 0.02
O 0.15 -0.22 -0.07
S -0.79 0.02 -0.08
N -0.18 0.54 -0.08

* lowest unoccupied orbital energy (alpha / beta): -10.701 / -10.006 eV
* strongest force on any atom: 1.081 eV Å⁻¹
* <S²>: 3.78
* spin multiplicity: 4
* charge: +3
* HOMO level (alpha / beta): -19.03 / -19.23 eV
* ΔE to the lowest compared entry with this formula, charge and spin: 13.79 kJ/mol
* frontier orbital gap (alpha / beta): 0.3063 / 0.3389 hartree

Entry 4:
Computed, not measured: a structure of composition C14H26IIrN3O3P2S3 at a distorted geometry, with ωB97M-V/def2-TZVPD.

Positions of all 53 atoms, in Å:
Ir (0.238, -0.491, -0.483)
C (-1.861, 1.867, -2.206)
P (-0.872, 0.343, -2.258)
C (0.152, 0.570, -3.734)
C (-2.146, -0.904, -2.680)
C (-1.497, -2.289, -2.737)
P (-0.512, -2.526, -1.199)
C (-1.646, -3.332, -0.045)
C (0.673, -3.807, -1.659)
H (-2.470, 1.885, -3.111)
H (-1.234, 2.758, -2.204)
H (-2.517, 1.881, -1.337)
H (-0.454, 0.704, -4.630)
H (0.815, -0.287, -3.860)
H (0.773, 1.454, -3.587)
H (-2.661, -0.620, -3.598)
H (-2.880, -0.869, -1.868)
H (-0.813, -2.362, -3.586)
H (-2.235, -3.086, -2.837)
H (-1.994, -4.266, -0.487)
H (-2.499, -2.687, 0.159)
H (-1.128, -3.538, 0.889)
H (0.095, -4.648, -2.048)
H (1.258, -4.135, -0.801)
H (1.354, -3.440, -2.423)
O (0.965, -2.057, 0.955)
S (2.504, -1.969, 0.765)
O (3.007, -1.067, 1.777)
O (3.128, -3.247, 0.653)
S (2.464, -1.024, -1.116)
I (-0.711, 5.370, 0.486)
C (0.652, 3.803, 0.600)
C (1.966, 3.996, 1.004)
C (2.786, 2.884, 1.079)
C (2.296, 1.638, 0.725)
N (1.035, 1.458, 0.313)
C (0.231, 2.529, 0.276)
H (2.332, 4.981, 1.260)
H (3.813, 2.968, 1.404)
H (2.925, 0.764, 0.784)
H (-0.800, 2.341, 0.023)
S (-1.744, -0.033, 0.857)
C (-0.963, 0.358, 2.351)
N (-1.286, 1.423, 3.081)
C (-0.481, 1.510, 4.304)
C (0.524, 0.353, 4.111)
N (0.010, -0.324, 2.919)
H (-2.088, 1.993, 2.872)
H (-1.103, 1.379, 5.188)
H (0.011, 2.479, 4.360)
H (0.527, -0.329, 4.958)
H (1.544, 0.696, 3.933)
H (0.519, -1.049, 2.407)

Forces on the atoms, in the same order (eV/Å):
Ir -0.49 -0.87 0.82
C 0.04 0.00 -0.03
P 0.34 0.28 -0.23
C -0.03 -0.07 -0.03
C 0.15 -0.10 0.16
C 0.04 0.21 0.14
P -0.09 -0.02 -0.34
C -0.03 -0.02 -0.08
C -0.07 -0.03 0.04
H -0.02 0.03 0.02
H 0.04 -0.02 0.04
H 0.00 -0.02 -0.01
H -0.01 0.02 0.01
H -0.01 -0.01 -0.02
H 0.02 -0.01 0.01
H 0.05 -0.05 -0.06
H -0.04 0.04 -0.04
H 0.01 -0.01 0.00
H -0.01 0.00 -0.01
H 0.03 -0.01 0.02
H -0.01 -0.02 0.01
H 0.02 0.02 0.01
H 0.03 -0.01 0.00
H 0.01 0.04 0.03
H 0.00 0.01 0.00
O 0.54 0.54 -0.03
S -0.26 0.36 -0.18
O 0.07 -0.06 -0.07
O -0.17 -0.14 0.02
S -0.12 -0.03 -0.08
I 0.02 -0.04 0.01
C 0.03 0.00 0.03
C -0.02 -0.02 0.00
C -0.01 0.02 0.02
C 0.08 0.00 -0.06
N 0.01 -0.09 -0.07
C -0.14 0.01 0.12
H 0.01 0.00 0.00
H 0.00 0.02 0.00
H -0.03 0.04 -0.04
H 0.01 0.02 -0.07
S 0.00 0.00 -0.03
C 0.02 -0.07 -0.05
N -0.04 -0.08 0.03
C -0.01 0.04 0.00
C -0.03 -0.06 0.02
N 0.09 0.16 -0.09
H 0.03 0.05 -0.02
H 0.00 -0.03 -0.01
H -0.02 0.00 0.04
H 0.05 0.01 0.00
H -0.02 0.03 -0.01
H -0.07 -0.08 0.05

* lowest unoccupied orbital energy: -2.812 eV
* strongest force on any atom: 1.292 eV Å⁻¹
* charge: +1
* HOMO level: -11.14 eV
* ΔE to the lowest compared entry with this formula, charge and spin: 16.60 kJ/mol
* frontier orbital gap: 0.3062 hartree

Entry 5:
Computed, not measured: an isolated molecule of C14H26N2O3S, with ωB97M-V/def2-TZVPD.

Positions of all 46 atoms, in Å:
C (-3.227, 0.161, 1.690)
C (-3.168, 1.144, 0.545)
H (-2.382, 0.921, -0.170)
H (-4.117, 1.224, 0.021)
S (-2.902, 2.858, 1.124)
O (-3.526, 3.014, 2.405)
O (-3.299, 3.714, 0.043)
N (-1.286, 3.146, 1.350)
C (-0.452, 3.458, 0.215)
H (-0.196, 4.526, 0.219)
C (0.834, 2.609, 0.257)
N (0.550, 1.347, 0.894)
C (0.218, 0.187, 0.270)
O (-0.213, -0.761, 0.900)
C (0.426, 0.147, -1.236)
C (0.220, -1.259, -1.810)
C (1.516, -2.060, -1.900)
C (2.161, -2.371, -0.540)
H (2.873, -1.597, -0.252)
C (2.845, -3.744, -0.690)
H (2.398, -4.462, -0.002)
H (3.910, -3.694, -0.468)
C (2.595, -4.180, -2.138)
H (2.503, -5.261, -2.235)
H (3.416, -3.850, -2.778)
C (1.318, -3.443, -2.525)
H (1.166, -3.398, -3.603)
H (0.453, -3.929, -2.071)
H (1.390, -2.413, 0.228)
H (2.230, -1.503, -2.520)
H (-0.209, -1.181, -2.811)
H (-0.491, -1.793, -1.176)
H (-0.285, 0.843, -1.689)
H (1.434, 0.493, -1.473)
C (0.273, 1.494, 2.312)
H (-0.211, 0.575, 2.644)
C (-0.618, 2.735, 2.552)
H (-0.010, 3.571, 2.918)
H (-1.398, 2.532, 3.285)
H (1.220, 1.601, 2.854)
H (1.234, 2.472, -0.745)
H (1.592, 3.117, 0.861)
H (-1.042, 3.261, -0.681)
H (-3.672, 0.649, 2.554)
H (-3.836, -0.700, 1.423)
H (-2.236, -0.201, 1.947)

Forces on the atoms, in the same order (eV/Å):
C 0.07 -0.09 0.20
C 0.07 0.73 0.44
H 0.07 0.03 -0.19
H -0.06 0.05 -0.09
S 0.19 0.19 -0.30
O 0.05 -0.28 0.18
O 0.11 -0.11 -0.25
N -0.93 -0.27 -0.12
C 0.12 0.22 -0.40
H -0.02 -0.09 -0.09
C -0.14 0.14 -0.10
N 0.06 0.08 0.29
C 0.21 0.15 -0.17
O -0.15 -0.32 -0.01
C -0.22 -0.41 -0.03
C 0.22 0.13 -0.09
C -0.38 -0.10 0.05
C 0.03 0.04 0.04
H -0.01 0.06 0.10
C 0.18 -0.04 -0.01
H 0.04 -0.02 0.04
H 0.01 -0.07 0.07
C -0.10 -0.11 0.01
H 0.08 -0.04 -0.06
H 0.03 -0.02 -0.05
C 0.28 0.14 -0.09
H -0.10 -0.01 -0.05
H -0.12 -0.03 0.03
H 0.01 0.05 0.02
H 0.01 0.00 -0.03
H -0.05 0.03 0.00
H -0.02 -0.02 -0.07
H 0.07 0.12 -0.01
H -0.01 0.13 -0.03
C -0.03 -0.16 0.21
H 0.08 0.17 0.00
C 0.09 -0.10 0.39
H -0.10 -0.04 0.01
H 0.23 0.02 0.17
H -0.07 -0.01 0.03
H 0.02 0.05 0.08
H 0.02 -0.03 -0.11
H 0.22 0.06 -0.10
H -0.10 -0.12 0.08
H -0.01 -0.05 -0.04
H 0.03 -0.04 0.05

* lowest unoccupied orbital energy: 0.601 eV
* strongest force on any atom: 0.973 eV Å⁻¹
* SMILES: CCS(=O)(=O)N1CCN(C(=O)CCC2CCCC2)CC1
* HOMO level: -9.43 eV
* ΔE to the lowest compared entry with this formula, charge and spin: 116.06 kJ/mol
* frontier orbital gap: 0.3687 hartree